Record 1
A structure of composition C6H13CaO4 at a distorted geometry. Source: the OMol25 dataset; level of theory: wB97M-V/def2-TZVPD.

```
24
Properties=species:S:1:pos:R:3
H -2.37016 -1.66280 -0.36477
H -0.43055 3.40507 0.46130
C 0.33714 2.62230 0.30346
O -1.09300 -0.86238 -1.77675
H -0.71599 1.31473 1.69588
C -1.65045 -1.93734 -1.13558
Ca 0.81110 0.08941 -0.92551
O 1.58359 -1.54768 -0.22565
C 1.92211 -1.57244 1.11976
H 1.31893 3.14160 0.29479
H 0.65480 2.20534 2.43948
H -1.13702 -2.88463 -1.31035
C -1.86102 -0.27550 -2.82768
O 0.13568 1.91018 -0.86980
C 1.05111 -0.60489 1.92379
H 2.98186 -1.26154 1.24853
H -0.07016 -0.97873 1.91376
H -1.21074 0.45739 -3.31636
H 1.39134 -0.48013 2.96316
H -2.18661 -1.07476 -3.50817
H 1.80464 -2.57573 1.57590
C 0.30222 1.70388 1.52448
O 1.15615 0.61411 1.20132
H -2.72499 0.25451 -2.40499
```

Calculated values
**Lowest unoccupied orbital energy (spin up / spin down)**: 0.352 / -0.194 eV
**E**: -33058.9784 eV
**Multiplicity**: 2
**F_max**: 3.60 eV/A

***

Record 2
The molecule C4H5N3 at a distorted geometry. Source: the OMol25 dataset; level of theory: wB97M-V/def2-TZVPD.

```
12
Properties=species:S:1:pos:R:3
C 1.26139 0.69495 -0.15659
H 1.91479 -1.27381 -0.19301
N 1.20320 -0.66343 -0.58304
C -1.15229 -0.74194 0.81813
H 2.22446 1.20032 -0.26839
H -1.67987 0.97335 -0.27435
N -1.42479 -1.79588 1.21049
N 0.28029 1.33177 0.31516
H -1.40898 1.16420 1.45818
H -0.43813 -0.37834 -1.58378
C 0.22939 -1.22196 -1.29347
C -1.00946 0.71077 0.55067
```

Calculated values
**Lowest unoccupied orbital energy**: 0.347 eV
**Energy relative to the best compared isomer or geometry (same formula, charge and spin)**: 98.6 kcal/mol
**E**: -8695.5353 eV
**F_max**: 1.13 eV/A

***

Record 3
The molecule C4H11NOS at a distorted geometry. Source: the OMol25 dataset; level of theory: wB97M-V/def2-TZVPD.

```
18
Properties=species:S:1:pos:R:3
C -0.27645 -0.85960 1.72970
H 1.51859 2.67115 -0.80594
H -1.16630 0.76018 -0.13121
O 0.60422 2.39459 -0.93207
C -1.03875 -1.22634 0.45937
H -1.62714 -0.32920 -1.43603
S 1.38467 -1.62339 1.70315
H -2.10702 -1.23137 0.68392
H -0.77792 -1.11561 2.65520
C -0.88754 -0.16940 -0.64533
C 0.64243 1.25651 -1.80506
H 1.52766 1.34712 -2.42645
H 1.06510 0.01005 -0.28490
H -0.72042 -2.20726 0.09679
H 1.71245 -1.25781 2.94503
H -0.12699 0.22249 1.78719
N 0.48761 0.00927 -1.12000
H -0.21419 1.34865 -2.47337
```

Calculated values
**Lowest unoccupied orbital energy**: 0.812 eV
**Energy relative to the best compared isomer or geometry (same formula, charge and spin)**: 29.5 kcal/mol
**E**: -18698.6402 eV
**Structure (SMILES)**: OCNCCCS
**F_max**: 1.29 eV/A

***

Record 4
A structure of composition C10H9N2O5Zr at a distorted geometry. Source: the OMol25 dataset; level of theory: wB97M-V/def2-TZVPD.

```
27
Properties=species:S:1:pos:R:3
H -0.09627 2.99855 3.53609
H 0.34248 -2.50591 1.89729
H -0.19093 2.18531 0.12437
H -1.23667 -1.20832 -2.28510
N -0.29901 1.46395 0.81124
C 1.52995 -1.21169 -3.33782
C -0.79707 0.29245 2.62579
O -0.25856 2.13175 -4.09498
C 2.15069 -1.39557 -0.83717
C -0.58425 -0.58223 1.58150
N -0.31153 0.19018 0.48991
H -1.79234 3.12254 3.03125
C 0.00984 1.51664 -3.16673
O 2.24828 -1.25517 -4.25999
C -1.04521 -3.74440 -2.24635
H -1.11600 0.06117 3.61198
O 2.55697 2.16627 -1.76178
C -0.62969 1.55897 2.09516
Zr 0.30179 -0.27851 -1.77471
H -0.73895 -2.48878 0.39543
O 3.16391 -1.75995 -0.45071
H -0.51878 3.72503 2.00345
C -0.76379 2.86579 2.65245
O -1.70186 -4.72907 -2.43868
C 1.67796 1.36354 -1.75747
C -0.55396 -2.05676 1.43158
H -1.34701 -2.42579 2.12401
```

Calculated values
**Lowest unoccupied orbital energy (spin up / spin down)**: -15.745 / -15.852 eV
**Energy relative to the best compared isomer or geometry (same formula, charge and spin)**: 58.9 kcal/mol
**E**: -24976.0903 eV
**F_max**: 12.35 eV/A
**Total charge**: +3

***

Record 5
A cluster of 2 separate species, C3H12N4 in total at a distorted geometry. Source: the OMol25 dataset; level of theory: wB97M-V/def2-TZVPD.

```
19
Properties=species:S:1:pos:R:3
H 0.23263 0.68022 0.73400
H -1.14190 0.15047 -0.99426
N 0.68487 -2.16341 2.13544
C 0.15332 1.49971 -1.86470
C -2.19624 1.84543 -1.39796
H -2.98375 1.56984 -0.70183
H 1.83073 -0.88465 -0.45364
C 0.85832 -1.26601 1.10379
H 1.00118 0.83862 -1.70986
H 0.77135 -3.11001 1.80595
H -2.51993 1.63944 -2.42966
H 0.45171 2.52314 -1.62996
H -0.11756 1.47346 -2.93370
H 0.36718 0.21500 2.38834
H -1.97438 2.91618 -1.37664
N -0.97543 1.14869 -1.01369
N 1.30005 -1.64341 -0.04064
H -0.10671 -1.99546 2.72868
N 0.61340 0.05555 1.43231
```

Calculated values
**Lowest unoccupied orbital energy**: 0.905 eV
**Energy relative to the best compared isomer or geometry (same formula, charge and spin)**: 8.1 kcal/mol
**E**: -9265.9536 eV
**Structure (SMILES)**: N=C(N)N.CNC
**F_max**: 1.06 eV/A

***

Record 6
A structure of composition C19H44B2NO26 at a distorted geometry. Source: the OMol25 dataset; level of theory: wB97M-V/def2-TZVPD.

```
92
Properties=species:S:1:pos:R:3
O 1.43449 5.82216 -0.06639
O 1.97249 -6.60484 -1.60339
H -5.82851 2.46916 4.66761
O -2.97051 -2.55584 -4.18639
C -3.12651 0.21616 2.58861
H 1.62549 -1.31184 -5.56739
H -4.54051 3.10816 2.66061
O 1.88349 -0.93084 -6.45139
O 6.20549 -1.91984 -1.85039
H -2.25151 3.72516 1.58061
H -2.15451 0.58716 3.00161
C -2.44351 -2.15284 1.94861
H -7.21251 0.95616 3.27961
C -2.14051 2.88116 1.10761
H 1.15549 4.32016 2.84961
H 4.10949 -0.65484 -3.38139
O -1.09551 -1.52284 -2.65839
H -1.92151 -2.16484 2.79661
O 2.03149 -0.16384 0.36461
C -0.03951 -1.18484 -2.07239
H -3.30251 -0.59084 3.53861
O 1.28649 -1.96484 -3.82739
C 5.27249 -2.44584 -1.33639
H -1.01051 -2.70184 0.61961
H -4.27851 2.52416 0.54861
O 1.86849 1.09016 2.09561
C -1.53851 3.32016 -0.28139
O 1.93149 -2.60184 2.49161
C 2.30049 -5.48884 -1.32739
H -5.72451 -0.20584 3.91461
H 3.21449 1.16016 3.70661
H -2.24951 3.70016 -0.98239
O 1.46049 1.43816 -1.19039
C -4.23451 2.29816 3.30061
H 4.53249 4.22916 -0.89939
O 1.28949 3.52416 -3.50639
H -3.28551 -2.57284 2.47261
C 5.31349 -2.82284 0.06461
H 1.56249 4.62416 -0.06839
H -6.00451 1.45816 1.57461
H -0.84351 4.28116 -0.31139
C -3.44851 2.01516 1.04361
O 0.48149 -4.21484 -5.07539
O 6.25949 -2.71684 0.83661
H -1.93351 -0.33584 0.84561
H -4.86851 1.36516 5.14461
C -6.06851 0.71416 3.33061
H -1.36651 2.16816 1.58361
C 1.19849 -1.43784 -2.68139
H 5.37449 -0.68584 -3.09839
H -1.96051 -4.18084 1.01161
H 3.83549 0.63516 5.04661
H 1.92449 -1.76084 1.97261
C 1.47549 -4.36284 -0.96339
B 1.43049 -0.07284 -1.00539
O 4.53249 4.97716 -1.50739
O 2.12649 -0.72584 -2.12839
O 2.05749 3.13716 0.01361
C 1.99849 1.01316 0.85361
H -2.63951 -2.74584 -0.10539
H 1.13549 -4.09184 -5.80839
H 1.56449 3.00416 2.80561
H -2.88151 -3.69084 -4.29239
O 2.19849 -3.39384 -0.70239
H -3.72051 -0.98984 0.82261
H 2.28349 6.17416 0.17361
C -2.73851 -0.83984 1.44361
C -5.33651 1.74016 4.20461
H 5.40149 5.29916 -1.95939
H -5.40151 -0.21284 1.54661
C -1.97651 -3.11584 0.71061
N -4.01651 1.30716 2.18661
O 0.20049 -4.36684 -1.05339
C 2.00149 1.95416 -0.18739
B 3.63349 -3.75384 -0.87139
H 2.79349 -1.20684 -6.40339
O 3.56149 -5.16084 -1.35939
O 0.02349 -0.43484 -1.06739
O 4.33849 -3.50184 0.35861
H -3.42551 1.37416 0.17161
H 1.87549 4.26916 -3.53139
H -1.22851 2.55616 -0.90439
O 3.61149 1.39516 4.51861
H -2.57051 -2.19384 -3.48939
H 1.77949 -3.23984 1.90161
O 4.88849 -0.36084 -3.85639
H 0.71049 -3.38184 -4.50939
H 1.33749 2.73816 -2.86939
O 4.31549 -2.89484 -1.86239
C -5.43951 0.73716 1.99761
H -3.23751 2.60516 3.78561
O 1.65649 3.72116 3.37761
```

Calculated values
**Lowest unoccupied orbital energy**: 0.667 eV
**Energy relative to the best compared isomer or geometry (same formula, charge and spin)**: 45.1 kcal/mol
**E**: -76496.9244 eV
**F_max**: 10.05 eV/A
**Total charge**: -1

***

Q: F_max of number 5 (C3H12N4)?
A: 1.06 eV/A